1.
The following is a quantum chemistry calculation of C24H26Cl2GdNO3 as an isolated structure in a non-equilibrium geometry, from the Open Molecules 2025 dataset.

For the max |F|, the calculation gives 0.06308 hartree/bohr. The highest occupied orbital energy (spin up / spin down) comes out at -0.2217 / -0.2929 Eh. The LUMO energy (spin up / spin down) comes out at -1.177 / -3.613 eV. The multiplicity is 8. Its energy above the lowest of the compared OMol25 structures with the same formula, charge and spin is 110.6 kcal per mole. Its expectation value of S² is 15.868.

XYZ file:
```
57
Properties=species:S:1:pos:R:3:mulliken_charge:R:1
C 2.66154 -0.10443 3.09262 -0.563
C 2.62974 -0.74130 1.80450 -0.997
C 2.41720 0.25686 0.81437 0.137
H 2.79438 -1.79127 1.56994 0.564
C 2.28365 1.50532 1.46557 -0.407
C 2.42264 1.29868 2.87663 -0.843
H 2.20341 2.45822 0.93857 0.452
C -1.29635 -2.26610 2.85109 -0.883
C -0.06404 -2.65103 2.22429 -0.809
C -0.17998 -2.39484 0.82466 -0.531
H 0.80400 -3.07654 2.70876 0.503
C -1.45196 -1.80685 0.57562 0.654
C -2.13389 -1.71164 1.83407 -0.667
H 2.46698 0.12145 -0.26740 0.360
H 2.35364 2.08418 3.62841 0.549
H 2.73172 -0.61238 4.05715 0.471
H -3.16782 -1.38587 1.92989 0.455
H 0.50142 -2.71063 0.03589 0.485
H -1.55411 -2.36114 3.89931 0.591
Gd 0.10986 -0.05825 2.77413 0.949
C -2.14195 -1.69947 -0.78753 2.254
C -3.51513 -2.39645 -0.64852 -1.768
C -1.34931 -2.40189 -1.89208 -2.287
H -3.36565 -3.44253 -0.35251 0.400
H -4.07265 -2.40207 -1.59426 0.476
H -4.14780 -1.91975 0.11063 0.375
H -1.22283 -3.45646 -1.63063 0.556
H -0.36701 -1.93613 -2.02450 0.338
H -1.89244 -2.34999 -2.84477 0.380
C -2.40954 -0.19079 -1.23086 -1.122
C -1.23461 0.62478 -1.74029 0.295
H -2.82424 0.32635 -0.34470 0.309
H -3.17400 -0.21611 -2.02316 0.417
O -0.21167 0.73428 -1.07927 -0.155
N -1.25151 1.29124 -2.94513 -0.279
C -0.17892 2.32324 -2.99256 -1.088
H -2.11214 1.49846 -3.44266 0.288
C 1.20757 1.71910 -3.08317 0.814
C 2.32445 2.34426 -2.50956 -0.373
H 2.19443 3.25652 -1.92441 0.368
C 3.60936 1.82192 -2.69828 -0.570
H 4.48462 2.32276 -2.27009 0.349
C 3.79079 0.65439 -3.45700 -0.424
H 4.79856 0.25363 -3.63275 0.365
C 2.66795 0.00367 -3.98774 -0.663
H 2.78426 -0.91884 -4.56005 0.390
C 1.39002 0.53861 -3.80244 -0.316
H 0.51462 0.05669 -4.23410 0.404
H -0.23461 2.81881 -2.01570 0.300
H -0.37955 3.03281 -3.80978 0.486
Cl -0.27337 0.14492 5.28074 -0.372
C -1.30727 2.06494 4.80008 -0.214
Cl -0.09499 3.29743 4.82900 -0.133
C -2.03893 2.05078 3.42632 0.400
O -3.21348 2.37536 3.41913 -0.614
O -1.29423 1.65808 2.40575 -0.451
H -1.99082 2.06502 5.64882 0.394
```

=====

2.
The following is a quantum chemistry calculation of a 2-piece molecular cluster, C14H16O overall in a non-equilibrium geometry, from the Open Molecules 2025 dataset.

For the max |F|, the calculation gives 0.03961 hartree/bohr. The highest occupied orbital energy comes out at -0.3061 Eh. The LUMO energy comes out at 0.759 eV. As for the SMILES: Cc1ccc(O)cc1.Cc1ccccc1. The multiplicity is 1. Its energy above the lowest of the compared OMol25 structures with the same formula, charge and spin is 21.1 kcal per mole.

XYZ file:
```
31
Properties=species:S:1:pos:R:3:mulliken_charge:R:1
C -0.33690 -2.00506 0.68776 -1.389
C 0.76824 -1.69296 -0.28755 0.831
C 0.44321 -1.22901 -1.55727 -0.492
C 1.44695 -0.79227 -2.40973 -0.525
C 2.77947 -0.89455 -2.01974 0.702
O 3.79126 -0.38392 -2.78362 -0.559
C 3.11216 -1.29827 -0.73712 -0.576
C 2.09625 -1.69532 0.12952 -0.552
H -1.10076 -2.60861 0.20613 0.404
H -0.69275 -1.13616 1.22914 0.085
H 0.07299 -2.60940 1.50901 0.411
H -0.60749 -1.13534 -1.80524 0.422
H 1.25035 -0.16608 -3.27458 0.238
H 3.52582 0.33690 -3.37013 0.313
H 4.11231 -1.14684 -0.35517 0.401
H 2.32838 -2.24984 1.03301 0.341
C -3.54285 1.59883 0.03425 -1.500
C -2.13297 1.31929 0.58575 1.219
C -2.04103 1.08464 1.95985 -0.699
C -0.81210 1.25455 2.58894 -0.539
C 0.31930 1.28637 1.77320 -0.430
C 0.22419 1.43234 0.40353 -0.325
C -1.01384 1.51497 -0.22642 -0.665
H -3.82296 2.61431 0.30290 0.309
H -4.17775 0.88424 0.55835 0.392
H -3.55820 1.48334 -1.04718 0.392
H -2.98916 1.04056 2.48622 0.345
H -0.64112 0.97697 3.62370 0.331
H 1.30028 1.06133 2.16468 0.338
H 1.14668 1.36702 -0.16152 0.389
H -1.24795 1.78797 -1.24070 0.387
```

=====

3.
The following is a quantum chemistry calculation of H3O2PS4 as an isolated structure in a non-equilibrium geometry, from the Open Molecules 2025 dataset.

For the max |F|, the calculation gives 0.07394 hartree/bohr. The highest occupied orbital energy comes out at -0.3184 Eh. The LUMO energy comes out at -1.231 eV. The multiplicity is 1. Its energy above the lowest of the compared OMol25 structures with the same formula, charge and spin is 23.8 kcal per mole.

XYZ file:
```
10
Properties=species:S:1:pos:R:3:mulliken_charge:R:1
O -1.46160 0.68852 -0.32227 -0.407
O -0.93803 -1.32197 1.14756 -0.247
P -0.76096 0.26567 1.06433 0.661
S -1.56609 0.97626 2.65966 -0.325
S -1.12224 -2.17074 -0.32408 -0.027
S 1.74729 0.11508 -1.36320 -0.142
S 1.85658 0.62958 0.57371 -0.142
H -1.35518 1.53776 -0.64113 0.301
H -0.28132 -3.01651 0.21574 0.170
H 1.39484 1.38823 -1.79875 0.158
```

=====

4.
The following is a quantum chemistry calculation of a 2-piece molecular cluster, C7H13N overall in a non-equilibrium geometry, from the Open Molecules 2025 dataset.

For the max |F|, the calculation gives 0.06821 hartree/bohr. The highest occupied orbital energy comes out at -0.3138 Eh. The LUMO energy comes out at 0.647 eV. As for the SMILES: CC=C(C)C.CC#N. The multiplicity is 1. Its energy above the lowest of the compared OMol25 structures with the same formula, charge and spin is 45.9 kcal per mole.

XYZ file:
```
21
Properties=species:S:1:pos:R:3:mulliken_charge:R:1
C -2.11387 -1.60338 -0.56010 -1.212
C -1.83078 -0.14453 -0.78676 -0.090
C -1.21259 0.59293 0.08369 0.931
C -0.64953 0.12018 1.38879 -1.369
C -1.00924 2.04509 -0.17298 -1.443
H -1.16235 -2.01652 -0.35429 0.290
H -2.56470 -2.17931 -1.33267 0.374
H -2.81381 -1.73411 0.28622 0.252
H -2.37254 0.49551 -1.52053 0.270
H 0.29640 0.83946 1.73726 0.324
H -0.34714 -0.86650 1.20874 0.359
H -1.38530 0.03145 2.19133 0.363
H -0.91502 2.50638 0.86050 0.309
H -1.76437 2.63551 -0.74113 0.385
H -0.02854 2.33266 -0.62765 0.267
C 3.59885 -0.91069 -0.32786 -0.804
C 2.67371 0.15268 -0.04559 0.367
N 2.10206 1.13251 0.11992 -0.350
H 3.67145 -0.96833 -1.49663 0.243
H 3.24185 -1.89044 0.00074 0.270
H 4.58548 -0.57056 0.08901 0.265
```

=====

5.
The following is a quantum chemistry calculation of a 2-piece molecular cluster, C3H10N2 overall, from the Open Molecules 2025 dataset.

For the max |F|, the calculation gives 0.01319 hartree/bohr. The highest occupied orbital energy comes out at -0.3500 Eh. The LUMO energy comes out at 0.928 eV. As for the SMILES: [H]/N=C\N.CC. The multiplicity is 1. Its energy above the lowest of the compared OMol25 structures with the same formula, charge and spin is 8.7 kcal per mole.

XYZ file:
```
15
Properties=species:S:1:pos:R:3:mulliken_charge:R:1
H -0.81459 2.36864 1.19775 0.192
N -0.44923 2.43941 0.24552 -0.618
C -0.97903 1.54117 -0.47957 0.116
N -1.78949 0.50425 -0.08839 -0.431
H -0.74128 1.51171 -1.53990 0.346
H -2.43197 0.11668 -0.75834 0.216
H -2.10888 0.44232 0.86829 0.187
C 0.87943 -2.29628 0.28745 -0.756
C 2.14619 -1.51959 -0.08331 -0.794
H 0.09464 -2.10254 -0.44872 0.212
H 0.48133 -1.94303 1.23515 0.240
H 1.06547 -3.37040 0.28082 0.314
H 2.81616 -1.40954 0.76860 0.261
H 2.67720 -2.03350 -0.88587 0.276
H 1.92020 -0.51510 -0.43570 0.238
```

=====

Number 1: total energy -78817.2183 eV. Number 2: total energy -16824.3216 eV. Number 3: total energy -56773.2141 eV. Number 4: total energy -8957.9418 eV. Number 5: total energy -6253.0506 eV.